{
  "formula": "C27H54O9",
  "method": "ωB97M-V/def2-TZVPD",
  "spin_multiplicity": 2,
  "gap_ev": [1.64, 9.31],
  "total_charge": -1,
  "elements": ["C", "C", "O", "C", "H", "H", "H", "H", "H", "H", "C", "C", "O", "C", "H", "H", "H", "H", "H", "H", "C", "C", "O", "C", "H", "H", "H", "H", "H", "H", "C", "C", "O", "C", "H", "H", "H", "H", "H", "H", "C", "C", "O", "C", "H", "H", "H", "H", "H", "H", "C", "C", "O", "C", "H", "H", "H", "H", "H", "H", "C", "C", "O", "C", "H", "H", "H", "H", "H", "H", "C", "C", "O", "C", "H", "H", "H", "H", "H", "H", "C", "C", "O", "C", "H", "H", "H", "H", "H", "H"],
  "xyz": [[1.013, 3.853, -3.295], [1.038, 2.941, -2.099], [1.912, 2.140, -1.914], [-0.266, 2.963, -1.279], [1.694, 3.516, -4.076], [1.279, 4.877, -3.030], [0.023, 3.687, -3.720], [-0.197, 2.444, -0.322], [-1.071, 2.496, -1.846], [-0.615, 3.975, -1.074], [-2.544, 0.202, 3.556], [-3.661, 1.076, 2.881], [-4.862, 0.840, 3.054], [-3.195, 2.181, 1.948], [-1.608, 0.423, 3.043], [-2.850, -0.840, 3.459], [-2.376, 0.426, 4.609], [-2.299, 2.723, 2.249], [-3.987, 2.901, 1.742], [-2.863, 1.738, 1.009], [0.346, 3.945, 2.394], [0.325, 2.657, 3.133], [0.362, 1.582, 2.536], [0.220, 2.734, 4.669], [-0.004, 3.780, 1.375], [1.382, 4.281, 2.340], [-0.289, 4.686, 2.879], [-0.655, 2.181, 5.012], [0.187, 3.767, 5.014], [1.094, 2.213, 5.060], [-5.047, 1.408, -3.243], [-3.725, 0.942, -2.769], [-3.613, 0.304, -1.718], [-2.558, 0.912, -3.803], [-5.055, 1.335, -4.330], [-5.156, 2.387, -2.776], [-5.905, 0.803, -2.950], [-2.053, 1.876, -3.741], [-2.915, 0.899, -4.833], [-1.771, 0.185, -3.603], [5.422, -2.992, 3.181], [4.670, -3.399, 1.901], [4.117, -4.465, 1.789], [4.508, -2.308, 0.797], [5.636, -3.893, 3.757], [4.701, -2.451, 3.794], [6.330, -2.410, 3.026], [3.509, -1.899, 0.944], [4.437, -2.736, -0.203], [5.287, -1.546, 0.764], [0.806, 0.644, -5.086], [1.154, -0.808, -4.894], [1.668, -1.252, -3.833], [0.786, -1.820, -5.958], [1.482, 1.225, -5.713], [0.929, 1.214, -4.165], [-0.236, 0.807, -5.361], [0.605, -2.780, -5.476], [1.569, -1.819, -6.716], [-0.162, -1.473, -6.368], [3.876, -0.559, 6.037], [2.424, -0.229, 5.946], [1.811, 0.358, 6.830], [1.798, -0.601, 4.639], [4.063, -1.629, 6.123], [4.343, -0.146, 6.931], [4.377, -0.107, 5.181], [1.833, -1.683, 4.520], [2.360, -0.109, 3.845], [0.764, -0.256, 4.637], [-0.247, -0.943, -0.789], [-0.443, -2.078, 0.186], [-1.219, -2.994, -0.047], [0.231, -2.033, 1.521], [-1.126, -0.865, -1.429], [0.629, -1.120, -1.413], [-0.228, -0.037, -0.182], [1.185, -2.559, 1.537], [-0.463, -2.433, 2.261], [0.397, -0.989, 1.789], [-3.552, -3.110, -2.565], [-2.388, -2.876, -3.557], [-2.554, -2.322, -4.629], [-1.071, -3.497, -3.160], [-3.757, -4.162, -2.368], [-4.535, -2.765, -2.885], [-3.330, -2.619, -1.617], [-0.378, -2.805, -2.681], [-0.499, -3.880, -4.005], [-1.250, -4.229, -2.373]],
  "atomic_forces_ev_per_a": [[0.2739, -0.5082, -0.3470], [-1.1587, -0.0640, 0.0960], [0.5470, -0.3522, 0.3794], [0.4114, 0.1936, 0.3359], [0.3684, -0.0631, 0.2622], [-0.5641, 0.0732, -0.0563], [-0.3334, 0.8799, -0.0689], [0.3158, -0.1621, -0.1252], [0.0193, -0.1224, -0.2528], [0.1315, 0.1592, -0.1506], [-0.7547, 0.7798, -0.9594], [-1.0851, -0.5662, 0.8119], [2.2772, 0.4311, -0.2406], [0.0095, 0.0664, -0.0319], [0.0593, -0.3660, -0.0279], [0.1597, 0.0039, 0.0197], [-0.3880, 0.1653, 0.0522], [-0.0595, -0.0902, 0.5485], [-0.0537, -0.2187, 0.0138], [-0.2603, -0.2891, -0.2375], [-0.2577, 0.0457, -0.4300], [-0.5041, -1.2427, 0.1136], [0.0617, 1.0743, 0.8791], [0.3771, -0.2413, -0.9533], [0.1268, 0.0901, 0.0658], [0.0657, 0.2740, 0.0713], [0.2176, 0.1269, 0.0129], [-0.0451, 0.0454, -0.0534], [0.0264, -0.1592, 0.0505], [-0.0028, 0.1095, 0.2587], [-0.3643, 0.3257, -0.2683], [1.2010, -3.9836, 0.3911], [0.1196, 1.4660, -1.0064], [-0.3495, 1.3455, 0.6827], [-0.0243, 0.9494, -0.0334], [-0.4030, 0.4225, -0.6877], [0.3901, -0.2183, 0.6613], [0.0720, 0.3351, 0.0466], [-0.1019, -0.4366, 0.0757], [-0.5019, -0.2739, 0.1490], [-0.5304, -0.8082, -0.2556], [0.2365, 1.1336, -0.6038], [0.2059, 0.0161, 0.1692], [-0.0198, -0.9013, 0.2331], [0.1710, -0.0621, -0.1392], [0.0769, 0.4273, -0.0620], [-0.2240, 0.0796, -0.1094], [0.1008, 0.4946, 0.2296], [0.1662, -0.4079, 0.1295], [-0.2155, 0.0694, 0.3866], [0.1752, 0.8519, 0.9454], [1.1693, -1.8081, 2.8483], [-1.2284, 1.6226, -2.5911], [-0.5457, 0.9286, 0.4042], [-0.0603, -0.5125, -0.7312], [0.0295, -0.5481, 0.4272], [0.1087, -0.2544, -0.5215], [0.4337, 0.0557, -0.2684], [-0.1129, -0.2523, -0.1115], [0.0309, -0.1879, -0.4538], [0.8063, 0.3050, 0.8912], [-0.7509, 0.6393, 0.7920], [0.6656, -0.6379, -0.7623], [-0.5271, 0.1910, 0.3504], [-0.1338, -0.1175, -0.5447], [-0.2636, 0.2414, 0.0746], [0.1388, -0.3805, -0.1795], [0.0753, -0.0495, -0.2036], [-0.0963, -0.1435, -0.2263], [0.0834, -0.1069, -0.2159], [-0.6279, -0.2225, 0.4722], [-1.0394, -0.9041, -0.4144], [0.4054, 0.3754, -0.0670], [-0.0502, 0.8329, 0.4009], [-0.0047, -0.1626, -0.0512], [0.2637, 0.4257, 0.1612], [0.6137, 0.2477, -0.3567], [-0.0602, -0.1359, -0.0490], [0.2030, -0.3374, -0.0433], [0.3049, 0.0545, 0.0871], [-0.1333, 0.2947, -0.2124], [-0.9316, -0.4550, -0.2412], [0.1752, -0.0743, 0.6035], [0.2679, 0.0241, 0.5277], [0.7055, -0.2340, 0.0765], [0.3306, 0.5611, -0.4989], [0.1750, -0.1257, 0.0846], [-0.2714, 0.4344, -0.0783], [-0.4158, -0.2157, -0.0731], [0.1050, -0.2655, -0.2774]]
}

{
  "formula": "C27H54O9",
  "method": "ωB97M-V/def2-TZVPD",
  "smiles": "CC(C)=O.CC(C)=O.CC(C)=O.CC(C)=O.CC(C)=O.CC(C)=O.CC(C)=O.CC(C)=O.CC(C)=O",
  "spin_multiplicity": 1,
  "gap_ev": 9.33,
  "elements": ["C", "C", "O", "C", "H", "H", "H", "H", "H", "H", "C", "C", "O", "C", "H", "H", "H", "H", "H", "H", "C", "C", "O", "C", "H", "H", "H", "H", "H", "H", "C", "C", "O", "C", "H", "H", "H", "H", "H", "H", "C", "C", "O", "C", "H", "H", "H", "H", "H", "H", "C", "C", "O", "C", "H", "H", "H", "H", "H", "H", "C", "C", "O", "C", "H", "H", "H", "H", "H", "H", "C", "C", "O", "C", "H", "H", "H", "H", "H", "H", "C", "C", "O", "C", "H", "H", "H", "H", "H", "H"],
  "xyz": [[-5.314, -2.035, -16.086], [-6.116, -0.787, -16.347], [-5.579, 0.269, -16.568], [-7.611, -0.968, -16.376], [-4.316, -1.791, -15.715], [-5.144, -2.557, -17.027], [-5.758, -2.689, -15.338], [-7.987, -1.290, -15.404], [-7.857, -1.754, -17.098], [-8.123, -0.063, -16.700], [3.114, -0.270, -14.508], [1.636, 0.048, -14.450], [0.811, -0.773, -14.143], [1.263, 1.481, -14.726], [3.279, -1.337, -14.391], [3.598, 0.263, -13.687], [3.522, 0.085, -15.455], [0.760, 1.594, -15.686], [2.131, 2.133, -14.650], [0.537, 1.802, -13.973], [-8.369, -5.640, -14.525], [-7.848, -4.365, -13.899], [-8.417, -3.315, -14.083], [-6.559, -4.441, -13.121], [-9.454, -5.673, -14.419], [-7.957, -6.548, -14.085], [-8.143, -5.620, -15.593], [-6.045, -3.483, -13.138], [-5.914, -5.112, -13.707], [-6.638, -4.894, -12.140], [-1.552, -7.958, -11.424], [-1.911, -8.927, -10.326], [-2.031, -10.107, -10.552], [-2.045, -8.374, -8.932], [-2.041, -7.001, -11.252], [-1.801, -8.419, -12.377], [-0.477, -7.754, -11.450], [-1.064, -8.071, -8.556], [-2.463, -9.112, -8.253], [-2.671, -7.479, -8.926], [-3.851, -6.450, -15.530], [-4.731, -7.003, -16.625], [-5.678, -6.385, -17.040], [-4.313, -8.316, -17.221], [-3.492, -7.249, -14.875], [-4.370, -5.679, -14.975], [-2.948, -6.045, -16.000], [-3.397, -8.131, -17.788], [-5.086, -8.708, -17.875], [-4.093, -9.041, -16.437], [-4.718, -5.861, -10.065], [-5.925, -5.075, -9.585], [-5.874, -3.880, -9.451], [-7.185, -5.853, -9.329], [-4.490, -5.574, -11.090], [-4.881, -6.931, -9.936], [-3.883, -5.592, -9.415], [-7.523, -6.337, -10.251], [-7.972, -5.198, -8.961], [-7.029, -6.651, -8.598], [-2.730, -2.963, -18.869], [-2.243, -1.575, -19.156], [-1.282, -1.110, -18.589], [-3.004, -0.796, -20.197], [-2.121, -3.488, -18.135], [-2.705, -3.559, -19.789], [-3.753, -2.992, -18.498], [-4.071, -0.782, -19.969], [-2.898, -1.324, -21.150], [-2.612, 0.213, -20.244], [-1.621, -4.737, -12.799], [-2.126, -3.872, -13.916], [-3.287, -3.533, -13.954], [-1.163, -3.528, -15.037], [-1.736, -5.777, -13.121], [-2.257, -4.598, -11.927], [-0.561, -4.603, -12.594], [-1.719, -2.962, -15.781], [-0.832, -4.461, -15.501], [-0.336, -2.941, -14.637], [2.107, -5.710, -15.984], [2.233, -5.605, -14.484], [1.461, -6.202, -13.766], [3.309, -4.725, -13.917], [2.219, -6.761, -16.252], [2.839, -5.107, -16.521], [1.111, -5.389, -16.282], [4.297, -5.078, -14.224], [3.253, -4.701, -12.834], [3.176, -3.719, -14.325]],
  "atomic_forces_ev_per_a": [[0.7991, 0.1226, 0.3950], [-0.2450, -0.3016, -0.0077], [0.1012, 0.3279, -0.0694], [-0.2089, 0.0653, -0.3256], [-0.1135, 0.2190, -0.0264], [-0.3872, -0.2334, 0.0037], [-0.2616, -0.1368, -0.2698], [0.0528, -0.0643, -0.0096], [0.0392, -0.0865, 0.1762], [0.1485, 0.1089, 0.1285], [-0.3107, -0.1138, -0.0453], [0.3003, 0.2660, 0.0268], [-0.2271, -0.4203, 0.0156], [-0.2462, 0.2883, 0.4924], [0.0136, -0.0084, -0.0181], [0.1211, 0.0524, -0.0841], [0.1370, 0.0273, 0.0610], [0.1857, -0.1066, -0.1461], [-0.0070, 0.0573, -0.2598], [0.0238, -0.1045, -0.0465], [-0.3516, -0.0992, 0.2114], [-0.0778, -0.0392, 0.1437], [-0.0629, 0.0859, -0.0005], [0.6456, -0.3670, -1.2207], [0.0267, 0.0948, -0.0584], [0.1606, 0.0783, -0.0395], [0.1291, -0.0329, 0.0138], [-0.1861, 0.1181, 0.5285], [-0.0266, -0.0174, 0.2229], [-0.2716, 0.2015, 0.1806], [0.0666, -0.0428, 0.0693], [0.4573, -0.1163, 0.0812], [-0.1726, -0.1143, -0.0246], [-0.1340, 0.2249, 0.1969], [-0.1195, -0.0082, -0.2198], [-0.1636, 0.2039, -0.0716], [-0.0027, -0.0925, 0.2111], [0.0305, -0.0042, -0.0922], [0.0161, -0.1051, -0.0650], [0.0636, -0.0536, -0.0118], [0.2212, -0.4208, -0.1046], [0.2133, 0.0712, 0.1470], [-0.3921, 0.1692, -0.0498], [0.0133, -0.0826, 0.0410], [-0.1463, 0.0576, 0.0767], [0.1146, 0.1574, -0.0011], [-0.0997, 0.1856, 0.0221], [0.0184, -0.1817, -0.0159], [-0.0020, 0.0579, -0.1004], [0.0978, -0.0106, -0.0370], [-0.1011, 0.0002, 0.7554], [0.0392, -0.1338, -0.1718], [0.0402, 0.1767, 0.0735], [-0.3674, -0.0723, 0.1517], [0.0587, -0.1471, -0.0764], [0.0034, -0.0461, -0.4070], [0.0714, 0.1728, -0.2039], [0.0712, 0.0014, 0.0020], [0.0387, 0.0590, -0.0638], [0.1450, 0.0098, -0.0565], [-0.0243, -0.8520, -0.0874], [-0.0116, 0.2432, 0.3078], [0.0902, -0.0172, -0.0097], [-0.0429, -0.3082, 0.0376], [0.2201, 0.2584, 0.0292], [-0.1149, 0.1068, 0.0203], [-0.1053, 0.2200, -0.1750], [0.0142, 0.0340, 0.0677], [0.0234, 0.2074, -0.0499], [0.0067, 0.0705, -0.1531], [-0.0174, -0.2011, -0.0578], [0.1620, -0.0849, -0.3212], [-0.1590, 0.1051, 0.0433], [-0.7682, -0.0306, 0.1976], [0.0367, 0.0301, -0.0943], [0.1599, 0.0897, 0.1074], [-0.0308, 0.0987, 0.1261], [0.1668, 0.1762, -0.0053], [0.3069, 0.0385, 0.1661], [0.1749, -0.0950, -0.1764], [0.1613, 0.0393, -0.0481], [-0.2793, -0.0643, 0.2109], [-0.0012, 0.0148, -0.0361], [0.0676, 0.1326, -0.1217], [-0.0055, 0.0075, -0.0981], [0.0361, -0.0622, 0.0289], [-0.0443, -0.0345, 0.0238], [-0.0403, 0.0194, -0.0756], [-0.0474, -0.0052, 0.0647], [0.0856, -0.0344, 0.0511]]
}

The calculation returns the following total energy values, one per record and in order: -47299.876; -47301.681 eV.
The calculation returns the following energy relative to the best compared isomer or geometry (same formula, charge and spin) values, one per record and in order: 1.7; 15.1 kcal/mol.